Arrangement one

# C5H12NO

A cluster of 2 separate species, C5H12NO in total (ωB97M-V with the def2-TZVPD basis set, the OMol25 dataset).

XYZ file:
```
19
Properties=species:S:1:pos:R:3:mulliken_charge:R:1
C -2.09 1.41 1.23 -0.919
C -0.71 1.05 1.73 -0.383
C -0.07 0.05 0.80 -0.515
C 0.76 0.55 -0.18 -0.183
N 0.99 -0.27 -1.32 -0.015
C 2.01 -0.28 -2.16 -0.159
H -2.19 1.03 0.18 0.316
H -2.98 1.05 1.88 0.292
H -2.10 2.60 1.28 0.232
H 0.07 1.90 1.84 0.314
H -0.71 0.65 2.79 0.360
H -0.02 -0.94 1.19 0.472
H 1.31 1.48 -0.42 0.289
H 0.18 -0.82 -1.47 0.359
H 2.60 0.67 -2.18 0.239
H 2.10 -1.17 -2.69 0.318
H 1.07 -3.08 -0.99 0.308
H -0.41 -3.21 -0.52 0.302
O 0.20 -2.67 -1.00 -0.627
```

Values from the calculation:
total charge	+1
gap between HOMO and LUMO	8.37	eV
spin multiplicity	1

=====

Arrangement two

# C5H12NO

A cluster of 2 separate species, C5H12NO in total (ωB97M-V with the def2-TZVPD basis set, the OMol25 dataset).

XYZ file:
```
19
Properties=species:S:1:pos:R:3:mulliken_charge:R:1
C -2.39 0.65 -0.86 -0.260
C -2.33 -0.58 -0.06 -0.145
C 2.95 0.52 0.72 -0.997
C 1.04 -0.46 -0.65 -1.082
C 1.78 0.57 -0.21 0.233
N -1.13 -0.83 0.76 -0.253
O -3.18 0.47 0.26 -0.376
H -1.61 1.43 -0.76 0.217
H -3.03 0.74 -1.70 0.320
H 3.84 0.80 0.02 0.291
H 3.03 -0.51 1.07 0.313
H 2.83 1.26 1.61 0.301
H 1.45 -1.57 -0.58 0.354
H -2.71 -1.45 -0.53 0.406
H 0.22 -0.29 -1.32 0.387
H 1.52 1.67 -0.48 0.288
H -1.05 0.07 1.39 0.448
H -0.29 -0.85 0.00 0.182
H -0.95 -1.65 1.33 0.375
```

Values from the calculation:
total charge	+1
gap between HOMO and LUMO	10.92	eV
spin multiplicity	1

=====

In terms of stability, arrangement one leads; the second structure lies 0.644 eV higher.

=====

Arrangement one

# H2N3O2S

A cluster of 2 separate species, H2N3O2S in total (ωB97M-V with the def2-TZVPD basis set, the OMol25 dataset).

XYZ file:
```
8
Properties=species:S:1:pos:R:3:mulliken_charge:R:1
N -0.88 0.74 1.08 -0.533
N -1.91 -0.51 -2.23 -0.212
N -1.96 0.62 -2.87 0.727
O -0.78 -1.09 -2.28 -0.454
O -1.13 1.04 -3.69 -0.626
S -3.36 1.45 -2.48 -0.431
H -1.22 -0.11 0.49 0.279
H -1.00 1.43 0.23 0.251
```

Values from the calculation:
total charge	-1
gap between HOMO and LUMO (spin up / spin down)	6.52 / 7.07	eV
spin multiplicity	1

=====

Arrangement two

# H2N3O2S

A cluster of 2 separate species, H2N3O2S in total (ωB97M-V with the def2-TZVPD basis set, the OMol25 dataset).

XYZ file:
```
8
Properties=species:S:1:pos:R:3:mulliken_charge:R:1
N -2.37 0.02 0.48 -0.038
N 0.51 0.32 0.98 -0.150
N 1.18 1.29 0.41 0.002
O 2.43 1.13 0.20 -0.466
O -2.73 -0.75 1.39 -0.525
S -3.25 0.78 -0.60 -0.472
H -0.47 0.36 0.79 0.411
H 0.74 -0.62 0.94 0.238
```

Values from the calculation:
total charge	-1
gap between HOMO and LUMO	7.17	eV
spin multiplicity	1

=====

In terms of stability, arrangement two leads; the second structure lies 2.169 eV higher.

=====

Arrangement one

# C3H4N2S

An isolated molecule of C3H4N2S (ωB97M-V with the def2-TZVPD basis set, the OMol25 dataset).

XYZ file:
```
10
Properties=species:S:1:pos:R:3:mulliken_charge:R:1
H -1.62 -1.58 -0.85 0.245
N -0.81 -1.76 -0.10 -0.612
C -0.24 -0.55 0.15 0.431
C 0.91 -0.26 0.81 -0.046
C 2.09 -0.47 1.28 -0.210
N -0.66 0.52 -0.89 -0.345
S -0.44 2.22 -0.72 -0.142
H 3.10 -0.80 1.71 0.337
H -1.23 0.23 -1.69 0.240
H -1.11 2.45 0.30 0.103
```

Values from the calculation:
total charge	0
SMILES	[H]/N=C(/C#C)NS
gap between HOMO and LUMO	8.90	eV
spin multiplicity	1

=====

Arrangement two

# C3H4N2S

A cluster of 2 separate species, C3H4N2S in total (ωB97M-V with the def2-TZVPD basis set, the OMol25 dataset).

XYZ file:
```
10
Properties=species:S:1:pos:R:3:mulliken_charge:R:1
C 1.05 -0.74 -0.10 -0.257
C 1.38 -0.69 1.23 -0.389
C 0.39 0.13 1.87 -0.090
H -2.71 0.07 -0.66 0.176
H 1.27 -1.62 -0.85 0.260
H 1.99 -1.22 1.94 0.315
H 0.47 0.22 2.87 0.447
N 0.12 0.20 -0.29 0.504
N -0.30 0.68 0.86 -0.805
S -1.04 0.26 -1.58 -0.160
```

Values from the calculation:
total charge	0
gap between HOMO and LUMO	8.28	eV
spin multiplicity	1

=====

In terms of stability, arrangement two leads; the second structure lies 0.423 eV higher.

=====

Arrangement one

# C3H4N2S

A cluster of 2 separate species, C3H4N2S in total (ωB97M-V with the def2-TZVPD basis set, the OMol25 dataset).

XYZ file:
```
10
Properties=species:S:1:pos:R:3:mulliken_charge:R:1
C 0.22 -1.92 -1.40 -0.208
C 1.24 -1.18 -1.57 0.291
C -0.12 0.26 1.15 -0.685
N -1.62 0.75 -0.56 -0.480
N -0.85 0.00 -0.04 0.210
S 2.66 -0.50 -1.83 -0.184
H -0.37 -0.52 1.87 0.255
H 0.94 0.16 0.92 0.162
H -0.33 1.26 1.57 0.400
H -1.77 1.68 -0.10 0.240
```

Values from the calculation:
total charge	0
gap between HOMO and LUMO (spin up / spin down)	6.47 / 6.41	eV
spin multiplicity	1

=====

Arrangement two

# C3H4N2S

An isolated molecule of C3H4N2S (ωB97M-V with the def2-TZVPD basis set, the OMol25 dataset).

XYZ file:
```
10
Properties=species:S:1:pos:R:3:mulliken_charge:R:1
C -0.10 0.99 0.00 -0.408
C -1.43 1.05 -0.11 -0.138
C -0.65 -1.18 0.07 0.064
N 1.87 -0.44 0.00 -0.841
N 0.37 -0.34 -0.03 0.349
S -2.17 -0.49 -0.02 -0.082
H 0.69 1.80 -0.10 0.356
H -2.12 2.02 0.15 0.288
H -0.57 -2.32 0.07 0.300
H 2.23 -1.32 -0.23 0.113
```

Values from the calculation:
total charge	0
gap between HOMO and LUMO	7.89	eV
spin multiplicity	1

=====

In terms of stability, arrangement two leads; the second structure lies 3.317 eV higher.